# 1
Entry from the Open Molecules 2025 dataset: a cluster of 2 separate species, C7H10O in total (ωB97M-V/def2-TZVPD).

total charge: 0
orbital gap (spin up / spin down): 7.749 / 7.338 eV
highest occupied orbital energy (spin up / spin down): -7.62 / -7.49 eV
energy above the lowest of the compared OMol25 structures with the same formula, charge and spin: 131.1 kcal/mol
total energy: -9462.874 eV

Cartesian coordinates (Å):
O  -0.333  -0.705  -3.406
H  -1.657  -0.148  2.468
H  -0.529  2.423  -1.238
C  -1.087  1.505  -1.584
C  0.170  -1.133  -2.454
H  1.836  -2.389  -2.782
H  0.212  -3.172  -2.706
C  0.353  0.766  2.832
H  1.033  1.027  2.105
C  -0.801  0.258  2.018
H  0.038  1.626  3.498
H  1.121  -2.467  -1.109
C  0.949  -2.411  -2.238
C  -0.745  0.365  -0.627
H  0.573  -0.117  3.416
H  -2.189  1.614  -1.473
C  -0.796  0.454  0.694
H  -0.964  1.088  -2.568

Atomic forces in eV per Å
-0.09 0.26 -0.92
-1.04 -0.58 0.69
-0.62 -0.94 -1.07
-0.78 -0.85 1.74
-0.27 0.38 1.84
1.59 0.05 -0.93
1.40 0.72 1.15
-2.99 -0.30 1.62
2.19 0.71 -0.88
0.50 1.55 -2.05
0.57 -0.94 -0.67
-0.24 -0.54 -1.79
-3.00 -0.16 1.93
0.48 1.12 1.56
0.99 0.18 0.56
0.62 0.50 -0.09
0.20 -1.98 -2.00
0.49 0.83 -0.68

***

# 2
Entry from the Open Molecules 2025 dataset: an isolated molecule of C7H10O (ωB97M-V/def2-TZVPD).

total charge: 0
orbital gap: 9.175 eV
highest occupied orbital energy: -8.50 eV
energy above the lowest of the compared OMol25 structures with the same formula, charge and spin: 150.4 kcal/mol
total energy: -9462.037 eV

Cartesian coordinates (Å):
H  -1.789  -1.858  -0.976
H  0.394  2.841  0.036
C  1.396  -1.436  0.066
H  -3.011  0.401  0.097
C  -0.149  -1.029  -0.039
C  0.163  1.684  -0.028
H  -1.640  2.299  0.367
C  -1.656  -1.411  -0.069
H  -1.976  -1.917  0.842
C  1.351  1.129  -0.219
O  1.955  -0.155  0.059
H  0.055  -0.438  1.033
C  -2.040  0.163  -0.076
H  0.029  -0.245  -0.785
H  1.565  -1.878  0.994
H  1.760  -2.049  -0.728
C  -1.300  1.293  0.128
H  2.381  1.728  0.064

Atomic forces in eV per Å
-1.31 -1.47 -2.24
-1.05 -2.26 -0.26
-3.44 0.14 -1.54
-3.24 0.23 0.26
2.90 1.31 3.62
-0.41 2.19 -0.08
-1.77 -0.66 -0.13
3.26 4.43 1.68
-0.34 0.01 -0.41
5.08 -0.96 3.40
0.83 1.33 -0.86
-1.63 -1.25 -2.61
1.75 -0.40 1.17
-0.94 -0.97 -0.19
0.66 -0.83 1.54
0.54 -0.27 -0.73
2.14 0.15 -1.02
-3.01 -0.73 -1.60